Entry from the Open Molecules 2025 dataset: an isolated molecule of C17H19NO3 at a distorted geometry (the ωB97M-V functional and the def2-TZVPD basis).

Atoms and positions in Å:
C: -4.74 -3.00 -0.66
H: -5.10 -2.34 -1.46
O: -4.21 -2.26 0.41
C: -3.13 -1.46 0.17
C: -2.65 -0.75 1.27
C: -1.56 0.09 1.14
C: -0.93 0.27 -0.08
C: -1.42 -0.45 -1.17
C: -2.50 -1.30 -1.05
H: -2.85 -1.83 -1.93
H: -0.94 -0.34 -2.13
C: 0.30 1.13 -0.28
C: 1.55 0.36 0.07
C: 1.72 -0.22 1.32
C: 2.87 -0.92 1.66
C: 3.84 -1.04 0.70
C: 3.68 -0.47 -0.56
C: 2.55 0.23 -0.90
H: 2.45 0.66 -1.88
O: 4.80 -0.73 -1.32
C: 5.66 -1.48 -0.50
O: 5.06 -1.67 0.77
H: 6.62 -0.95 -0.38
H: 5.85 -2.46 -0.96
H: 2.99 -1.37 2.64
H: 0.94 -0.13 2.05
C: 0.26 2.46 0.50
C: -0.69 3.48 -0.14
N: -2.04 2.94 -0.24
H: -2.40 2.72 0.68
H: -2.66 3.62 -0.67
H: -0.63 4.41 0.45
H: -0.35 3.70 -1.15
H: 1.27 2.89 0.50
H: -0.02 2.29 1.54
H: 0.35 1.39 -1.34
H: -1.22 0.63 2.02
H: -3.14 -0.88 2.22
H: -4.00 -3.70 -1.07
H: -5.58 -3.56 -0.25

E_tot, eV: -25568.945
SMILES string: COc1ccc([C@@H](CCN)c2ccc3c(c2)OCO3)cc1
HOMO level, eV: -7.76
E_LUMO, eV: 0.879
Charge: 0
HOMO-LUMO gap, eV: 8.635

Entry from the Open Molecules 2025 dataset: a cluster of 5 separate species, C21H41ClNO10 in total at a distorted geometry (the ωB97M-V functional and the def2-TZVPD basis).

Atoms and positions in Å:
O: -1.11 1.55 -1.21
C: -1.73 1.07 -0.25
O: -1.72 -0.16 0.06
C: -2.59 2.12 0.57
N: -3.39 2.88 -0.41
C: -4.74 3.19 0.06
C: -5.64 1.94 0.31
C: -7.02 2.04 -0.44
Cl: -7.94 0.49 -0.16
H: -3.20 1.62 1.36
H: -1.91 2.83 1.11
H: -2.88 3.72 -0.67
H: -5.23 3.78 -0.75
H: -4.70 3.90 0.94
H: -5.15 0.98 0.05
H: -5.91 1.91 1.40
H: -6.88 2.25 -1.52
H: -7.59 2.85 0.08
O: 1.46 -4.90 4.51
C: 1.44 -4.04 3.65
O: 0.67 -2.96 3.80
C: 0.75 -1.83 2.90
C: -0.08 -2.03 1.66
C: 2.20 -4.22 2.37
H: 1.80 -1.60 2.67
H: 0.36 -0.98 3.46
H: 0.27 -2.89 1.08
H: -0.04 -1.15 1.02
H: -1.12 -2.23 1.92
H: 1.61 -4.83 1.69
H: 3.14 -4.72 2.58
H: 2.45 -3.28 1.88
O: 3.70 -3.96 -0.29
C: 3.62 -3.07 -1.11
O: 2.81 -2.03 -0.86
C: 2.76 -0.83 -1.65
C: 1.83 -0.99 -2.83
C: 4.34 -3.16 -2.43
H: 3.76 -0.51 -1.94
H: 2.37 -0.06 -0.99
H: 2.18 -1.77 -3.51
H: 1.76 -0.06 -3.39
H: 0.83 -1.28 -2.49
H: 3.74 -3.76 -3.12
H: 5.30 -3.64 -2.27
H: 4.55 -2.19 -2.88
O: -4.67 5.78 -2.08
C: -4.83 5.32 -3.18
O: -4.39 4.08 -3.44
C: -4.67 3.35 -4.64
C: -3.70 3.71 -5.74
C: -5.44 6.14 -4.29
H: -5.72 3.49 -4.94
H: -4.56 2.30 -4.38
H: -3.77 4.77 -6.01
H: -3.89 3.11 -6.63
H: -2.68 3.54 -5.41
H: -4.67 6.77 -4.73
H: -6.22 6.77 -3.86
H: -5.92 5.54 -5.07
O: 4.97 -0.46 5.69
C: 5.47 -1.42 5.17
O: 6.63 -1.29 4.50
C: 7.40 -2.40 4.01
C: 6.89 -2.86 2.65
C: 4.78 -2.76 5.19
H: 7.43 -3.20 4.74
H: 8.42 -2.03 3.90
H: 5.86 -3.22 2.71
H: 7.52 -3.67 2.27
H: 6.90 -2.03 1.94
H: 4.04 -2.80 4.39
H: 4.28 -2.88 6.15
H: 5.46 -3.61 5.10

E_tot, eV: -56930.926
HOMO level, eV: -4.32
E_LUMO, eV: 2.306
Charge: -1
HOMO-LUMO gap, eV: 6.624

Entry from the Open Molecules 2025 dataset: a structure of composition C37H27F15N6O2Ti (the ωB97M-V functional and the def2-TZVPD basis).

Atoms and positions in Å:
Ti: 0.10 -0.66 -0.39
C: 1.55 -0.25 2.70
N: 1.73 -0.39 1.23
C: 2.48 0.82 0.81
C: 2.85 0.77 -0.66
N: 1.83 0.01 -1.37
C: 1.93 0.02 -2.75
C: 2.83 0.73 -3.56
F: 3.78 1.53 -3.05
C: 2.79 0.66 -4.94
F: 3.68 1.38 -5.65
C: 1.87 -0.11 -5.61
F: 1.84 -0.17 -6.94
C: 0.97 -0.84 -4.85
F: 0.06 -1.62 -5.43
C: 1.04 -0.75 -3.48
F: 0.16 -1.51 -2.77
C: 2.49 -1.65 1.02
C: 1.50 -2.79 0.95
N: 0.60 -2.59 -0.22
C: 0.41 -3.81 -0.90
C: 1.17 -4.16 -2.01
F: 2.18 -3.38 -2.40
C: 0.99 -5.35 -2.70
F: 1.74 -5.63 -3.77
C: 0.07 -6.27 -2.25
F: -0.11 -7.42 -2.90
C: -0.64 -6.01 -1.10
F: -1.51 -6.90 -0.63
C: -0.44 -4.81 -0.43
F: -1.13 -4.61 0.71
H: 0.93 -1.05 3.10
H: 1.09 0.70 2.93
H: 2.54 -0.29 3.17
H: 3.37 0.93 1.43
H: 1.82 1.67 1.01
H: 3.84 0.32 -0.78
H: 2.93 1.80 -1.01
H: 3.19 -1.78 1.85
H: 3.04 -1.59 0.09
H: 0.93 -2.86 1.88
H: 2.04 -3.73 0.84
C: -3.36 -3.18 -1.48
C: -3.96 -2.50 -2.53
C: -3.50 -1.24 -2.87
C: -2.43 -0.70 -2.17
N: -1.82 -1.38 -1.18
C: -2.31 -2.58 -0.84
C: -1.86 0.64 -2.40
C: -2.37 1.55 -3.32
C: -1.79 2.80 -3.43
C: -0.69 3.12 -2.64
C: -0.17 2.19 -1.75
C: -0.76 0.94 -1.60
H: -3.71 -4.15 -1.15
H: -4.79 -2.94 -3.07
H: -3.96 -0.68 -3.67
H: -1.85 -3.03 0.03
H: -3.22 1.30 -3.94
H: -2.17 3.52 -4.14
H: -0.23 4.10 -2.73
H: 0.70 2.46 -1.16
F: -0.92 0.73 2.29
C: -1.29 -0.31 1.46
F: -1.18 -1.47 2.24
C: -2.83 -0.08 1.35
F: -3.50 -1.22 1.15
F: -3.14 0.77 0.36
F: -3.33 0.46 2.48
O: 2.86 4.47 3.18
C: 2.11 5.67 3.28
N: 1.13 5.66 4.33
C: -0.21 5.36 4.27
O: -0.93 5.58 5.22
C: -0.77 4.77 3.01
C: -2.08 5.09 2.67
C: -2.64 4.53 1.55
C: -1.88 3.63 0.80
N: -0.64 3.29 1.13
C: -0.10 3.85 2.21
H: 3.32 4.31 4.01
H: 1.62 5.79 2.32
H: 2.77 6.51 3.45
H: 1.39 6.04 5.23
H: -2.64 5.78 3.30
H: -3.66 4.75 1.24
H: -2.28 3.17 -0.09
H: 0.90 3.54 2.47

E_tot, eV: -115719.446
HOMO level, eV: -7.76
E_LUMO, eV: -0.446
Charge: 0
HOMO-LUMO gap, eV: 7.311

> Among the records above, which one has the highest E_LUMO?

C21H41ClNO10

> Which value of HOMO level does entry 1 give?

-7.76 eV